(1)
The following is a quantum chemistry calculation of 2 unconnected molecules or ions with the total composition C3H2F2O2 at a distorted geometry, from the Open Molecules 2025 dataset.

```
! RIJCOSX wB97M-V def2-TZVPD def2/J DEFGRID3
* xyz 0 1
O 3.13 0.27 1.54
C 2.42 0.40 0.61
C 1.67 0.23 -0.47
F 0.54 0.90 -0.61
H 2.11 -0.09 -1.36
O -0.17 -2.08 -0.65
C 0.42 -1.93 0.32
F -0.06 -1.41 1.43
H 1.36 -2.48 0.77
*
```

Results
- E (hartree) = -465.63815
- structure (SMILES) = O=C=CF.O=CF
- Kohn-Sham gap (eV) = 9.3
- strongest force on any atom (hartree/bohr) = 0.1074

The molecule's Löwdin atomic charges, reported in e, are given here: 0.185 -0.112 -0.195 0.038 0.120 0.156 -0.452 0.083 0.178

(2)
The following is a quantum chemistry calculation of a molecular structure, C13H14IN3OW at a distorted geometry, from the Open Molecules 2025 dataset.

```
! RIJCOSX wB97M-V def2-TZVPD def2/J DEFGRID3
* xyz 2 3
C 1.97 2.84 1.40
C 2.92 1.67 1.06
H 1.49 3.31 0.53
H 2.60 3.63 1.83
H 1.25 2.65 2.20
H 2.80 1.11 0.09
H 3.89 2.14 0.85
H 3.10 0.99 1.90
C -2.19 1.50 0.00
C -3.51 1.32 -0.38
C -3.89 0.19 -1.13
C -2.92 -0.75 -1.44
H -1.81 2.36 0.54
H -4.24 2.07 -0.10
H -4.92 0.07 -1.45
H -3.17 -1.66 -2.00
N -1.24 0.56 -0.30
C -1.60 -0.57 -1.01
C -0.52 -1.51 -1.13
N 0.64 -1.06 -0.52
C 1.69 -1.94 -0.38
C 0.46 -3.67 -1.56
C 1.61 -3.23 -0.89
H 2.56 -1.58 0.16
H 2.46 -3.90 -0.75
C -0.61 -2.80 -1.66
H -1.56 -3.10 -2.12
H 0.40 -4.68 -1.97
W 0.76 0.84 0.24
I 1.19 2.21 -2.03
O -0.04 0.05 4.48
C 0.14 0.34 3.34
N 0.30 0.61 2.17
*
```

Results
- E (hartree) = -1107.49739
- Kohn-Sham gap (spin up / spin down) (eV) = 5.9 / 7.3
- strongest force on any atom (hartree/bohr) = 0.0668

The molecule's Löwdin atomic charges, reported in e, are given here: -0.221 -0.239 0.004 0.124 0.060 -0.015 0.123 0.097 -0.068 0.014 0.024 0.049 0.128 0.136 0.141 0.136 -0.132 -0.179 -0.159 -0.104 -0.046 0.038 0.010 0.129 0.137 0.055 0.136 0.145 1.229 0.475 0.204 -0.350 -0.081

(3)
The following is a quantum chemistry calculation of a single C25H31N3O2 molecule, from the Open Molecules 2025 dataset.

```
! RIJCOSX wB97M-V def2-TZVPD def2/J DEFGRID3
* xyz 0 1
C -3.54 -3.81 0.54
C -3.09 -2.81 -0.53
C -1.63 -2.50 -0.40
C -0.69 -3.08 -1.24
C 0.65 -2.80 -1.11
C 1.10 -1.91 -0.13
C 2.50 -1.54 -0.02
N 2.77 -0.39 0.48
N 4.04 0.05 0.58
C 4.19 1.47 0.87
C 4.04 2.36 -0.37
C 2.65 2.93 -0.63
O 2.50 4.07 -1.04
N 1.63 2.10 -0.38
C 0.24 2.47 -0.58
C -0.43 1.45 -1.49
C -0.44 2.59 0.80
C -1.84 3.22 0.75
C -2.94 2.23 0.52
C -3.73 2.27 -0.62
C -4.75 1.36 -0.81
C -5.02 0.40 0.15
C -4.26 0.37 1.31
C -3.23 1.27 1.49
C 5.15 -0.75 0.51
O 6.27 -0.31 0.63
C 4.83 -2.23 0.36
C 3.60 -2.44 -0.51
C 0.15 -1.34 0.72
C -1.19 -1.63 0.59
H -3.35 -3.40 1.53
H -2.99 -4.74 0.44
H -4.60 -4.02 0.44
H -3.67 -1.89 -0.42
H -3.30 -3.23 -1.52
H -1.02 -3.76 -2.01
H 1.36 -3.25 -1.80
H 3.44 1.74 1.63
H 5.19 1.59 1.29
H 4.34 1.79 -1.26
H 4.72 3.21 -0.29
H 1.81 1.16 -0.04
H 0.26 3.45 -1.05
H -1.45 1.75 -1.71
H -0.45 0.47 -1.03
H 0.11 1.38 -2.43
H -0.50 1.60 1.25
H 0.21 3.21 1.42
H -1.86 3.99 -0.02
H -2.02 3.71 1.71
H -3.54 3.03 -1.37
H -5.35 1.40 -1.71
H -5.82 -0.30 0.01
H -4.47 -0.37 2.07
H -2.64 1.25 2.40
H 5.70 -2.73 -0.04
H 4.64 -2.62 1.37
H 3.29 -3.49 -0.48
H 3.83 -2.19 -1.55
H 0.50 -0.67 1.50
H -1.91 -1.17 1.25
*
```

Results
- E (hartree) = -1286.03164
- structure (SMILES) = CCc1ccc(C2=NN(CCC(=O)N[C@@H](C)CCc3ccccc3)C(=O)CC2)cc1
- Kohn-Sham gap (eV) = 8.7
- strongest force on any atom (hartree/bohr) = 0.0175

The molecule's Löwdin atomic charges, reported in e, are given here: -0.087 -0.202 -0.230 -0.024 -0.020 -0.176 -0.216 0.125 -0.065 -0.116 -0.060 -0.502 0.048 0.095 -0.346 -0.012 -0.136 -0.137 -0.241 -0.057 -0.077 -0.110 -0.103 -0.058 -0.432 0.079 -0.073 -0.107 -0.036 -0.029 0.070 0.076 0.070 0.088 0.111 0.114 0.110 0.131 0.120 0.129 0.119 0.091 0.142 0.062 0.061 0.087 0.097 0.119 0.118 0.119 0.114 0.103 0.102 0.105 0.118 0.125 0.136 0.119 0.138 0.109 0.100

(4)
The following is a quantum chemistry calculation of 11 unconnected molecules or ions with the total composition C38H56Cl12O16 at a distorted geometry, from the Open Molecules 2025 dataset.

```
! RIJCOSX wB97M-V def2-TZVPD def2/J DEFGRID3
* xyz 0 1
O 0.62 -4.99 2.82
C 1.77 -4.84 2.54
C 2.83 -5.68 3.10
C 4.05 -5.71 2.57
O 4.97 -6.56 3.06
C 4.49 -4.77 1.50
O 5.53 -4.88 0.96
C 3.46 -3.84 1.04
C 2.24 -3.82 1.55
O 1.37 -2.91 1.19
H 2.57 -6.34 3.92
H 5.81 -6.37 2.60
H 3.79 -3.06 0.36
H 0.48 -3.16 1.54
O 2.51 -0.84 4.87
C 2.65 -0.17 3.88
C 1.52 0.56 3.28
C 1.63 1.37 2.22
O 0.60 1.98 1.63
C 2.97 1.68 1.61
O 3.07 2.39 0.70
C 4.10 1.03 2.26
C 3.98 0.11 3.22
O 4.98 -0.56 3.78
H 0.52 0.39 3.65
H 0.93 2.47 0.83
H 5.10 1.18 1.84
H 5.83 -0.33 3.38
O -4.10 -0.63 6.56
C -3.38 -1.01 5.69
C -2.89 -2.37 5.62
C -2.17 -2.78 4.57
O -1.70 -3.97 4.44
C -1.72 -1.82 3.50
O -1.05 -2.22 2.62
C -2.16 -0.44 3.62
C -2.94 -0.07 4.62
O -3.34 1.18 4.78
H -3.14 -3.13 6.36
H -1.07 -4.05 3.69
H -1.81 0.32 2.92
H -3.82 1.24 5.64
C 2.71 8.14 -2.73
O 3.06 6.86 -3.17
C 3.69 6.08 -2.20
C 3.93 4.67 -2.65
O 4.91 4.60 -3.65
C 5.13 3.29 -4.04
H 2.65 8.24 -1.65
H 1.80 8.42 -3.26
H 3.44 8.88 -3.10
H 3.05 5.99 -1.30
H 4.65 6.50 -1.83
H 2.98 4.37 -3.16
H 4.07 4.00 -1.80
H 4.18 2.76 -4.21
H 5.71 2.73 -3.28
H 5.71 3.23 -4.96
C 0.68 3.11 -2.01
O 0.30 2.19 -0.98
C -0.68 1.29 -1.43
C -0.80 0.07 -0.53
O -1.47 -0.94 -1.26
C -1.86 -2.00 -0.46
H 1.31 3.82 -1.47
H -0.14 3.72 -2.40
H 1.28 2.60 -2.76
H -0.45 0.83 -2.41
H -1.67 1.75 -1.54
H -1.42 0.39 0.33
H 0.17 -0.27 -0.13
H -2.59 -2.64 -0.94
H -2.38 -1.54 0.39
H -1.02 -2.55 -0.04
Cl -4.27 -3.28 1.86
C -5.70 -3.84 2.74
C -6.20 -5.16 2.20
Cl -6.39 -5.07 0.45
H -6.51 -3.13 2.63
H -5.46 -3.93 3.80
H -7.13 -5.43 2.69
H -5.51 -5.97 2.45
Cl 2.69 -0.33 -2.37
C 1.96 -1.96 -2.28
C 2.80 -3.09 -2.76
Cl 4.35 -3.19 -1.87
H 1.02 -1.90 -2.84
H 1.63 -2.08 -1.24
H 3.02 -3.00 -3.81
H 2.27 -3.99 -2.48
Cl 0.82 7.54 0.31
C -0.88 7.07 0.27
C -1.27 6.66 -1.12
Cl -1.07 8.06 -2.25
H -1.52 7.88 0.60
H -1.00 6.19 0.91
H -2.32 6.43 -1.25
H -0.65 5.86 -1.52
Cl -4.87 -0.70 -1.98
C -5.74 -2.22 -1.65
C -6.19 -2.95 -2.87
Cl -4.92 -3.79 -3.77
H -6.56 -1.98 -0.98
H -5.11 -2.86 -1.03
H -6.73 -2.31 -3.56
H -6.92 -3.69 -2.55
Cl 0.88 4.39 -5.24
C 0.09 5.88 -4.66
C -0.50 6.69 -5.76
Cl 0.72 7.47 -6.80
H 0.90 6.44 -4.20
H -0.60 5.69 -3.84
H -0.98 7.55 -5.29
H -1.31 6.24 -6.33
Cl -0.52 -5.33 -0.12
C -1.67 -6.51 0.59
C -2.58 -7.03 -0.49
Cl -3.53 -5.81 -1.41
H -2.19 -6.09 1.43
H -1.02 -7.35 0.81
H -3.33 -7.70 -0.07
H -2.05 -7.57 -1.27
*
```

Results
- E (hartree) = -8207.58736
- structure (SMILES) = O=C1C=C(O)C(=O)C=C1O.O=C1C=C(O)C(=O)C=C1O.O=C1C=C(O)C(=O)C=C1O.COCCOC.COCCOC.ClCCCl.ClCCCl.ClCCCl.ClCCCl.ClCCCl.ClCCCl
- Kohn-Sham gap (eV) = 8.0
- strongest force on any atom (hartree/bohr) = 0.0903

Results of the Löwdin charge analysis, in e, for atoms 1 through 99: 0.093 -0.328 0.079 -0.233 0.107 -0.353 0.146 0.026 -0.274 0.071 0.139 0.126 0.053 0.065 0.134 -0.322 0.072 -0.227 0.082 -0.364 0.156 0.068 -0.242 0.114 0.114 0.103 0.135 0.134 0.128 -0.343 0.075 -0.300 0.129 -0.364 0.106 0.065 -0.248 0.120 0.137 0.105 0.131 0.132 -0.127 -0.177 -0.226 -0.232 -0.157 -0.128 0.044 0.062 0.094 0.107 0.140 0.089 0.129 0.086 0.092 0.088 -0.101 -0.224 -0.192 -0.202 -0.194 -0.157 0.087 0.069 0.067 0.130 0.135 0.122 0.125 0.065 0.063 0.038 0.644 -0.630 -0.660 0.569 0.074 0.075 0.079 0.071 0.568 -0.658 -0.600 0.623 0.080 0.045 0.073 0.076 0.596 -0.653 -0.601 0.562 0.073 0.078 0.073 0.038 0.579

(5)
The following is a quantum chemistry calculation of 3 unconnected molecules or ions with the total composition C39H57N3O11PS2 at a distorted geometry, from the Open Molecules 2025 dataset.

```
! RIJCOSX wB97M-V def2-TZVPD def2/J DEFGRID3
* xyz 1 1
C 7.95 -2.96 0.37
C 6.55 -2.67 0.88
O 5.57 -3.13 -0.03
C 4.26 -2.79 0.40
C 3.57 -2.04 -0.77
C 2.04 -2.13 -0.62
C 1.46 -1.07 0.35
C 1.36 0.33 -0.33
C -0.12 0.72 -0.65
C -0.86 0.77 0.72
C -2.07 -0.18 0.90
P -2.92 0.30 2.46
O -2.31 1.51 3.03
O -4.50 0.43 2.30
C -4.94 1.19 1.16
C -4.54 2.67 1.19
O -2.70 -0.90 3.49
C -1.37 -0.89 4.06
C -1.32 -0.20 5.43
N -0.62 -0.31 -1.61
C -1.77 0.15 -2.47
C -2.32 1.54 -2.09
C -3.33 1.93 -3.19
C -4.67 1.25 -2.83
O -5.29 0.66 -3.99
C -6.15 -0.33 -3.55
O -7.34 -0.26 -3.71
O -1.36 2.54 -1.86
C -0.12 2.11 -1.32
C 0.98 2.30 -2.42
C 2.09 3.24 -1.90
C 3.49 2.95 -2.50
S 4.61 2.14 -1.30
C 6.04 3.23 -1.11
S 7.30 3.18 -2.10
N 5.98 4.12 -0.02
C 5.83 3.81 1.30
C 5.78 4.96 2.00
N 5.92 6.00 1.10
C 6.05 5.50 -0.06
H 8.09 -4.03 0.16
H 8.18 -2.39 -0.53
H 8.69 -2.67 1.13
H 6.46 -1.58 1.04
H 6.44 -3.16 1.86
H 4.27 -2.13 1.28
H 3.74 -3.73 0.64
H 3.95 -1.02 -0.86
H 3.84 -2.62 -1.66
H 1.50 -2.16 -1.58
H 1.82 -3.10 -0.14
H 0.48 -1.46 0.68
H 2.11 -0.99 1.22
H 1.75 1.10 0.34
H 1.96 0.24 -1.24
H -1.23 1.79 0.84
H -0.14 0.64 1.54
H -1.67 -1.19 1.09
H -2.73 -0.27 0.03
H -4.63 0.76 0.20
H -6.03 1.16 1.19
H -5.24 3.22 0.55
H -4.56 3.08 2.21
H -3.51 2.84 0.84
H -0.62 -0.46 3.40
H -1.05 -1.92 4.23
H -1.21 0.88 5.28
H -0.43 -0.54 5.98
H -2.25 -0.41 5.96
H 0.16 -0.48 -2.26
H -0.79 -1.23 -1.18
H -2.58 -0.57 -2.33
H -1.51 0.08 -3.53
H -2.93 1.46 -1.17
H -2.98 1.63 -4.18
H -3.52 3.01 -3.12
H -4.53 0.45 -2.09
H -5.36 1.97 -2.37
H -5.75 -1.25 -3.07
H 0.14 2.82 -0.52
H 1.37 1.35 -2.81
H 0.49 2.80 -3.26
H 1.82 4.26 -2.21
H 2.19 3.24 -0.82
H 3.95 3.91 -2.77
H 3.45 2.36 -3.42
H 5.76 2.80 1.69
H 5.65 5.07 3.06
H 6.19 6.07 -0.97
C 3.72 -1.37 4.32
C 4.82 -1.00 4.95
C 4.89 0.28 5.70
O 5.90 0.62 6.28
C 3.67 1.13 5.71
C 2.57 0.76 5.07
C 2.50 -0.52 4.32
O 1.49 -0.85 3.74
H 3.65 -2.30 3.76
H 5.72 -1.61 4.96
H 3.74 2.06 6.26
H 1.67 1.37 5.06
C -8.26 -6.03 -4.88
C -7.12 -5.57 -4.38
C -7.08 -4.34 -3.57
O -6.03 -3.91 -3.11
C -8.35 -3.63 -3.33
C -9.50 -4.08 -3.83
C -9.55 -5.32 -4.65
O -10.59 -5.73 -5.10
H -8.32 -6.93 -5.48
H -6.17 -6.08 -4.55
H -8.29 -2.73 -2.74
H -10.44 -3.57 -3.67
*
```

Results
- E (hartree) = -3649.58048
- Kohn-Sham gap (eV) = 7.2
- strongest force on any atom (hartree/bohr) = 0.0419

Results of the Löwdin charge analysis, in e, for atoms 1 through 99: -0.073 -0.294 -0.143 -0.220 -0.149 -0.196 -0.157 -0.108 -0.332 -0.130 -0.161 0.520 -0.235 -0.162 -0.261 -0.066 -0.187 -0.291 -0.059 0.146 -0.017 -0.319 -0.054 -0.185 -0.034 -0.314 0.113 -0.030 -0.241 -0.117 -0.235 -0.434 0.829 -1.071 0.796 -0.168 -0.110 -0.117 0.070 -0.186 0.080 0.078 0.079 0.118 0.119 0.101 0.130 0.097 0.122 0.100 0.112 0.101 0.101 0.134 0.101 0.113 0.114 0.096 0.071 0.076 0.127 0.084 0.091 0.061 0.061 0.122 0.068 0.073 0.087 0.162 0.175 0.140 0.150 0.116 0.130 0.135 0.095 0.142 0.141 0.158 0.104 0.128 0.122 0.091 0.082 0.078 0.115 0.102 0.131 0.016 0.034 -0.379 0.131 0.035 0.026 -0.364 0.066 0.116 0.127

(6)
The following is a quantum chemistry calculation of a single C2H5N3S2 molecule at a distorted geometry, from the Open Molecules 2025 dataset.

```
! RIJCOSX wB97M-V def2-TZVPD def2/J DEFGRID3
* xyz 0 1
H 2.38 -1.51 1.25
N 2.31 -1.20 0.27
C 1.12 -0.92 -0.05
N 0.75 -0.69 -1.37
S -0.74 -0.85 -2.05
S -0.16 -0.56 1.18
N -0.63 1.00 0.46
C -1.60 1.50 1.20
H 1.55 -0.83 -2.00
H -1.18 0.43 -2.03
H -1.81 2.56 0.96
H -1.99 1.07 2.18
*
```

Results
- E (hartree) = -1039.77571
- structure (SMILES) = [H]/N=C(/NS)SN=C
- Kohn-Sham gap (eV) = 9.2
- strongest force on any atom (hartree/bohr) = 0.0680

The molecule's Löwdin atomic charges, reported in e, are given here: 0.042 0.066 -0.808 -0.483 0.731 0.857 -0.326 -0.177 0.092 -0.143 0.069 0.079

(7)
The following is a quantum chemistry calculation of a gas-phase ion, C4H6Cl2N (charge +1) at a distorted geometry, from the Open Molecules 2025 dataset.

```
! RIJCOSX wB97M-V def2-TZVPD def2/J DEFGRID3
* xyz 1 1
C 1.96 -0.45 -0.03
C 0.68 0.34 -0.49
C -0.16 0.30 0.68
N -1.41 0.16 0.53
C -2.63 0.03 0.15
Cl -3.57 1.36 -0.10
Cl -3.18 -1.44 -0.34
H 2.50 -0.27 0.94
H 2.70 -0.24 -0.84
H 1.88 -1.58 -0.03
H 1.00 1.36 -0.86
H 0.14 -0.03 -1.33
H 0.09 0.45 1.71
*
```

Results
- E (hartree) = -1130.82205
- structure (SMILES) = CCC=[N+]=C(Cl)Cl
- Kohn-Sham gap (eV) = 10.7
- strongest force on any atom (hartree/bohr) = 0.0691

The molecule's Löwdin atomic charges, reported in e, are given here: -0.082 -0.164 -0.029 0.065 -1.225 0.854 0.846 0.102 0.087 0.103 0.166 0.118 0.160

(8)
The following is a quantum chemistry calculation of 2 unconnected molecules or ions with the total composition C4H12NO2S at a distorted geometry, from the Open Molecules 2025 dataset.

```
! RIJCOSX wB97M-V def2-TZVPD def2/J DEFGRID3
* xyz -1 1
C -0.50 -0.38 -0.61
N -0.34 1.02 -0.87
C -1.16 1.95 0.15
O -1.78 1.28 1.08
C 0.77 -1.22 -0.49
C 1.69 -0.85 0.67
S 0.99 -1.25 2.30
H -1.13 -0.44 0.27
H -1.10 -0.88 -1.38
H 0.59 1.37 -0.93
H -0.39 2.66 0.53
H -1.78 2.53 -0.57
H 1.30 -1.10 -1.43
H 0.47 -2.27 -0.39
H 1.92 0.22 0.64
H 2.63 -1.39 0.59
H -0.30 -1.09 1.99
H 0.17 0.81 -3.88
H -0.91 0.86 -2.76
O -0.77 0.77 -3.73
*
```

Results
- E (hartree) = -763.01805
- Kohn-Sham gap (eV) = 6.3
- strongest force on any atom (hartree/bohr) = 0.0273

The molecule's Löwdin atomic charges, reported in e, are given here: -0.322 -0.081 -0.507 -0.299 -0.276 -0.582 0.669 0.063 0.099 0.060 0.065 0.068 0.096 0.099 0.056 0.052 -0.151 0.008 -0.007 -0.111